# C19H52BFNO23P5

A cluster of 6 separate species, C19H52BFNO23P5 in total at a distorted geometry (the ωB97M-V functional and the def2-TZVPD basis, OMol25).

Calculated values
E   -118969.196 eV
Molecular weight   847.3 u
Orbital gap   8.93 eV
SMILES   O=C1NC[C@H](F)[C@@H]1B(O)O.COP(=O)(OC)OC.COP(=O)(OC)OC.COP(=O)(OC)OC.COP(=O)(OC)OC.COP(=O)(OC)OC
Highest occupied orbital energy   -9.78 eV
LUMO energy   -0.85 eV

Each line ends with the Löwdin charge.
Geometry (Å):
P -2.7372 3.5514 -7.2106  0.53
H -4.4063 -10.3125 8.7425  0.09
O -1.6823 -0.4569 -0.1072  0.11
H -9.6389 -8.5284 10.7127  0.09
H 12.5261 5.8502 -3.5742  0.09
H -0.9617 -6.0467 2.5526  0.09
H -6.2297 -5.0570 9.1107  0.09
C -1.4139 2.4618 -1.8655  -0.22
H 5.8269 -0.0531 1.9908  0.09
O -4.6448 -5.6711 4.1254  -0.22
H -6.6171 -4.9846 3.9493  0.08
H -4.2010 -8.6327 8.2300  0.09
O -8.2680 -9.3728 9.3911  -0.22
H -2.7290 5.5083 -4.2560  0.08
O 11.6621 4.0098 -4.0305  -0.25
C 12.7078 4.9596 -4.1768  -0.10
H -3.5333 4.2925 -10.2939  0.09
H -2.2276 3.1413 -9.9214  0.08
O 9.9734 5.0330 -5.3333  -0.25
C -2.7345 5.3931 -5.3366  -0.10
H 0.7008 2.2404 -2.6396  0.13
C 5.0257 0.5647 1.5930  -0.10
O -2.7854 2.0125 -6.7526  -0.26
H 5.6780 5.7161 0.6342  0.08
C 2.2290 2.4094 0.7122  -0.12
O 10.0427 5.7803 -2.9807  -0.27
H -1.9300 5.9918 -5.7642  0.09
O 5.4021 1.9236 1.7717  -0.24
H 7.9642 2.9250 -3.1030  0.09
P 10.1653 4.5287 -3.7829  0.54
C -5.6545 -5.9603 8.9088  -0.11
C -1.4163 0.3256 -0.9839  -0.42
O -2.9162 -5.4907 2.6295  -0.25
H 1.6353 1.8813 1.4606  0.10
H -10.2709 -9.7673 9.6121  0.09
O 4.6374 2.5779 -0.6456  -0.27
B -3.7818 1.6672 -1.1935  -0.61
H 6.2088 5.0271 -0.9245  0.08
H -4.0431 -1.4051 2.0478  0.09
H -0.6117 1.2420 -3.3536  0.11
H 7.3987 5.4403 0.3227  0.09
H -2.7376 0.6454 -8.3051  0.09
O 6.3301 3.7193 0.6916  -0.22
C -2.0877 1.0410 -7.5226  -0.10
H -3.6949 5.7323 -5.7222  0.08
H -9.9258 -8.1455 8.9927  0.08
O -6.7781 -7.8685 10.6164  -0.27
C -3.2901 3.3387 -9.8276  -0.11
C -1.5464 -5.1301 2.5212  -0.10
H 8.9178 6.7360 -5.8499  0.09
H -2.8281 -2.0908 0.9659  0.06
C 8.5995 3.0938 -2.2349  -0.09
F -1.0356 2.6540 -0.5295  0.00
C 9.9446 6.4109 -5.6843  -0.11
H -4.6267 -9.0077 9.9246  0.09
O -4.4468 2.6824 -1.8577  0.17
H -1.3628 -4.6344 1.5661  0.09
H -3.8355 2.5481 -10.3447  0.09
H -2.5807 0.8443 -2.7625  0.16
H -5.8346 -4.6958 5.5287  0.08
O 9.9624 3.3636 -2.6356  -0.22
H -1.8154 0.2259 -6.8563  0.09
H -4.8988 -5.7249 8.1572  0.09
P -3.9473 -4.4409 3.2695  0.53
H -5.1400 -6.2746 9.8107  0.08
O -2.5140 3.9943 -5.6336  -0.24
H -6.3500 -6.3291 5.0728  0.08
O -6.5050 -6.9485 8.3410  -0.26
O -3.7474 3.3196 -8.4788  -0.25
H -5.1313 0.6126 -0.4024  0.11
H -1.1827 1.4577 -7.9656  0.09
H 2.5351 1.6892 -0.0422  0.07
N -0.1584 0.5602 -1.5353  0.08
H 8.2166 3.9291 -1.6514  0.06
C -3.3001 -2.1941 1.9381  -0.10
O -3.3969 -3.5829 4.3575  -0.27
C 6.3970 5.0570 0.1494  -0.11
H -4.4047 2.4678 -2.7936  0.10
H -1.7598 3.3580 -2.3508  0.15
H 4.1135 0.3510 2.1531  0.09
H 10.4205 7.0496 -4.9477  0.08
O -1.4542 3.9760 -7.8361  -0.26
O 3.3243 2.9926 1.4033  -0.24
H -1.2381 -4.4811 3.3415  0.09
C -9.6028 -8.9146 9.6935  -0.11
H 12.8191 5.2369 -5.2270  0.09
P -7.1163 -8.2032 9.2040  0.53
O -3.9413 -3.4740 1.9487  -0.25
C -4.7695 -9.2975 8.8831  -0.10
H 13.6295 4.4875 -3.8455  0.09
H 10.4938 6.4981 -6.6230  0.09
H 4.8800 0.3257 0.5388  0.09
O -4.3834 1.1256 -0.0968  0.19
C -5.9401 -5.3951 4.6981  -0.11
O -6.1442 -9.2797 8.5219  -0.25
P 4.8341 3.0309 0.7636  0.54
H 0.5896 0.5884 -0.8666  0.12
H 8.5986 2.2008 -1.6175  0.09
C -0.2128 1.7025 -2.4569  -0.09
H -2.5331 -2.0873 2.6974  0.08
C -2.3640 1.2545 -1.7762  -0.05
H 1.6078 3.1828 0.2616  0.08

Forces on the atoms, in the same order (eV/Å):
4.96 -3.29 -1.37
-0.09 -0.04 -0.03
0.25 0.32 -0.23
0.05 0.05 -0.03
-0.07 -0.03 0.01
-0.08 -0.06 0.01
0.05 0.00 0.12
0.98 -2.00 -0.31
0.06 0.08 0.03
-2.13 1.13 -2.26
-0.09 -0.03 0.06
0.03 0.05 0.03
-1.00 2.34 -2.23
-0.02 -0.11 0.01
0.01 -0.59 0.47
0.07 0.14 -0.37
0.09 0.01 0.01
0.09 0.14 0.27
-1.02 -2.24 0.41
0.29 0.11 0.05
0.40 0.01 0.28
-0.35 -0.13 0.18
0.00 0.09 0.82
0.05 0.06 0.00
-0.70 0.14 -0.34
-0.70 -0.38 -0.48
-0.02 -0.03 -0.06
0.73 0.26 0.06
-0.08 -0.07 0.06
4.26 3.45 2.32
-0.02 0.88 0.20
-0.21 -0.31 -0.89
-0.25 -0.70 0.35
0.09 0.19 0.15
0.09 -0.06 -0.05
-0.30 0.80 0.36
0.18 0.30 0.41
-0.09 0.01 0.02
0.06 0.02 0.08
0.54 0.52 -0.84
0.03 -0.11 0.08
0.02 0.01 -0.06
-2.11 2.08 1.53
-0.19 -0.16 -0.32
-0.02 0.05 0.07
-0.08 -0.02 0.00
-0.69 0.53 -0.50
-0.02 0.41 -0.62
0.11 0.20 -0.34
0.02 0.05 0.08
-0.17 -0.16 -0.08
-0.04 0.10 0.20
-0.46 1.63 0.20
-0.45 0.50 -0.22
-0.08 0.02 0.00
-0.39 -0.70 -0.27
0.02 0.08 0.02
-0.14 0.05 0.17
0.23 -0.09 -0.26
0.01 0.05 -0.06
-1.96 -0.62 -2.65
-0.04 0.04 0.07
-0.19 -0.12 -0.16
5.55 0.40 2.07
-0.29 -0.29 0.11
-3.02 1.09 -1.03
0.11 -0.07 -0.05
-2.16 -0.93 -1.05
-1.19 0.93 2.07
-0.65 0.03 0.37
-0.03 0.08 0.03
0.30 0.17 -0.09
0.55 -0.06 0.34
0.01 0.04 -0.05
-0.21 0.72 -0.01
-0.83 0.09 -0.36
0.10 -0.01 -0.27
0.18 0.67 -0.40
-0.06 0.38 0.08
-0.05 -0.02 -0.04
-0.08 -0.16 0.25
-0.78 0.57 0.02
1.38 1.89 0.85
-0.08 0.01 0.01
-0.03 -0.06 0.28
-0.01 0.07 -0.01
4.69 -1.93 3.54
-2.00 -1.58 0.16
0.26 0.25 -0.20
-0.04 -0.08 0.02
-0.07 -0.21 -0.01
0.00 0.08 -0.01
0.53 -0.40 0.04
0.08 0.05 0.25
-0.54 -0.64 -0.07
0.83 -5.41 -2.46
0.25 -0.37 0.17
0.13 -0.02 -0.03
-1.42 -0.49 -0.03
-0.16 -0.22 0.24
-0.78 0.59 1.19
0.02 -0.04 -0.08